1.
{"formula": "C29H53BrINO17S5", "method": "ωB97M-V/def2-TZVPD", "symbols": ["H", "H", "H", "H", "H", "S", "C", "H", "C", "H", "C", "S", "C", "H", "O", "H", "H", "O", "S", "H", "S", "H", "H", "H", "H", "H", "H", "O", "C", "O", "H", "O", "C", "S", "O", "C", "C", "H", "O", "O", "H", "C", "O", "I", "H", "C", "H", "H", "H", "O", "C", "C", "C", "H", "C", "H", "O", "H", "O", "C", "C", "H", "H", "H", "H", "C", "O", "H", "O", "H", "C", "C", "H", "O", "C", "C", "H", "H", "H", "C", "H", "O", "H", "H", "H", "H", "H", "H", "N", "C", "Br", "H", "H", "H", "H", "H", "C", "H", "C", "C", "C", "O", "H", "C", "C", "H", "H"], "positions_angstrom": [[9.124, 3.197, -2.673], [1.756, 7.523, -1.748], [0.946, 5.852, -3.358], [-12.012, -12.131, 0.465], [-1.564, -3.975, 8.229], [-0.318, -2.694, 5.806], [-3.344, -4.808, 3.781], [-11.788, -10.679, -1.513], [-7.869, -8.517, -1.225], [9.905, 4.002, -0.014], [8.915, 4.259, -2.775], [-4.669, -6.586, 2.416], [-2.347, 9.673, -5.389], [11.518, 3.518, -1.834], [-3.677, -7.579, 2.694], [-6.506, -7.966, 2.051], [-6.983, -6.407, 2.773], [-1.109, 8.877, -7.552], [-8.488, -10.054, -0.633], [-2.856, 9.245, -4.530], [0.933, 0.239, 1.992], [2.062, 2.382, -0.656], [-10.454, -11.822, -1.488], [-2.061, 4.388, -7.633], [-2.553, -5.546, 3.914], [-3.043, 10.194, -6.041], [6.813, 2.919, -3.332], [1.839, 1.537, 1.891], [10.739, 4.675, -0.197], [0.124, 0.123, 0.821], [10.035, 6.110, -2.534], [-4.733, -5.955, 1.132], [-2.786, 6.405, -7.478], [-1.575, 8.378, -6.295], [-2.875, 7.500, -6.540], [-2.999, -3.819, 2.685], [2.413, 4.303, -2.739], [-8.424, -7.710, -0.755], [-8.388, -10.067, 0.795], [1.788, 3.300, -2.943], [8.181, 5.655, -1.532], [-11.265, -11.337, 0.463], [-4.609, -5.470, 3.542], [6.454, 6.811, 0.095], [-3.816, 6.117, -7.676], [6.148, 3.586, -2.810], [11.520, 4.454, 0.523], [-3.458, -4.280, 4.724], [-7.970, -8.487, -2.306], [-0.685, 7.672, -5.426], [4.350, 5.287, -1.556], [2.192, 6.541, -1.822], [2.690, 1.525, -0.426], [-0.636, -1.642, 8.361], [10.223, 5.045, -2.684], [-2.822, -4.320, 1.735], [-7.947, -11.118, -1.421], [1.634, -3.406, 4.720], [1.759, -0.863, 2.404], [-10.897, -10.975, -0.962], [3.016, 1.484, 1.053], [3.607, 1.587, -1.014], [-1.557, 10.345, -5.061], [1.438, -1.628, 4.673], [-2.360, 6.763, -8.416], [-6.263, -7.220, 2.806], [3.356, 6.538, 0.216], [-2.421, 4.904, -5.973], [-1.102, -1.492, 5.795], [3.605, 0.603, 1.310], [-2.012, 5.221, -6.932], [3.313, 6.178, -0.927], [-0.545, 1.708, 3.061], [-0.948, -3.976, 5.704], [-0.074, 0.768, 3.333], [0.025, -2.511, 8.379], [-0.964, 5.469, -6.774], [-10.398, -11.686, 1.021], [-2.096, -3.269, 2.952], [3.884, 4.328, -2.469], [-3.816, -3.113, 2.533], [0.633, -2.680, 7.080], [0.541, 0.880, 4.222], [10.338, 5.674, -0.030], [0.849, -2.281, 9.051], [2.148, 0.634, -0.741], [-1.054, -3.609, 9.877], [-0.042, -4.619, 8.823], [8.008, 4.664, -1.672], [11.216, 4.547, -1.643], [4.245, 2.140, -4.311], [10.686, 4.958, -3.667], [0.453, -2.665, 3.615], [12.112, 5.162, -1.739], [-11.664, -10.469, 0.988], [-0.830, 0.003, 3.495], [0.937, -2.583, 4.583], [-6.233, -7.678, 3.790], [-0.702, -3.753, 8.855], [6.632, 4.547, -1.928], [1.758, 5.629, -2.682], [-10.010, -9.839, -1.043], [3.602, 2.359, 1.329], [5.714, 5.394, -1.274], [4.792, 3.467, -3.087], [8.468, 4.499, -3.740], [-6.820, -8.466, -0.940]], "forces_ev_per_a": [[0.0, -0.2, -0.3], [-0.1, 0.1, 0.3], [-0.2, -0.3, 0.0], [0.0, 0.0, -0.1], [0.0, 0.0, 0.0], [0.7, -0.1, -0.2], [0.5, 0.4, 0.0], [0.1, 0.2, -0.1], [0.0, 0.1, 0.0], [0.0, -0.1, 0.1], [0.1, 0.6, 0.8], [-0.4, 0.1, 0.4], [-0.1, 0.0, 0.0], [0.0, -0.1, -0.2], [0.2, 0.0, -0.2], [0.0, 0.0, 0.0], [0.0, 0.0, 0.0], [0.2, -0.1, 0.0], [-0.1, 0.5, -0.2], [0.0, 0.0, 0.0], [0.0, 0.4, 0.1], [0.0, 0.0, 0.0], [0.1, 0.1, 0.0], [-0.1, 0.0, 0.0], [-0.1, -0.1, 0.0], [0.0, 0.0, 0.0], [0.2, 0.0, 0.1], [-0.1, 0.0, 0.1], [-0.6, -0.1, -0.3], [0.0, -0.2, 0.0], [-0.2, 0.1, 0.0], [0.2, -0.2, -0.1], [0.1, -0.5, -0.4], [-0.4, 0.0, 0.1], [0.0, 0.1, 0.1], [-0.1, -0.1, -0.2], [0.4, 0.3, 0.2], [0.0, 0.0, 0.0], [0.2, -0.2, 0.0], [-0.4, -0.5, -0.4], [0.1, -0.1, 0.6], [0.2, 0.1, 0.1], [-0.1, 0.0, 0.0], [0.0, -0.1, -0.2], [-0.1, 0.2, 0.1], [-0.4, -0.2, -0.3], [0.2, 0.1, 0.0], [-0.2, -0.2, 0.1], [0.0, 0.0, 0.0], [0.2, 0.0, 0.0], [0.7, -0.1, 0.0], [0.1, -0.2, -0.3], [-0.2, -0.2, 0.1], [0.0, 0.0, -0.2], [0.1, -0.7, -0.1], [0.0, 0.0, 0.0], [0.0, -0.2, 0.2], [0.0, 0.0, 0.0], [0.0, 0.0, -0.3], [-0.3, -0.4, 0.1], [0.5, 0.0, -0.4], [0.0, 0.1, 0.1], [0.0, 0.0, 0.0], [0.0, 0.0, 0.0], [0.1, 0.1, 0.1], [-0.1, 0.0, 0.0], [0.1, 0.3, 0.6], [-0.1, 0.0, 0.0], [-0.3, -0.1, 0.1], [-0.1, -0.1, 0.1], [0.2, 0.1, 0.2], [0.0, -0.2, -0.4], [0.0, 0.0, 0.0], [-0.3, 0.1, 0.0], [0.0, 0.0, 0.1], [-0.3, 0.0, 0.5], [0.0, 0.0, 0.0], [0.0, 0.0, 0.0], [0.0, 0.0, 0.1], [0.0, -0.2, -0.1], [0.0, 0.1, 0.1], [0.0, 0.0, 0.0], [0.0, 0.0, 0.0], [0.2, 0.2, 0.2], [0.1, 0.0, -0.2], [0.0, 0.0, 0.0], [0.1, 0.1, 0.0], [0.0, 0.0, 0.1], [-0.5, 0.4, -1.2], [0.3, 0.4, 0.5], [0.1, 0.0, 0.0], [0.1, 0.1, -0.1], [0.0, 0.0, 0.0], [0.2, -0.1, -0.1], [-0.1, 0.0, 0.0], [0.0, 0.0, 0.0], [0.0, -0.1, 0.2], [0.0, 0.0, 0.0], [-0.1, -0.1, -0.2], [0.4, 0.0, 0.3], [-0.1, 0.6, -0.2], [0.0, 0.1, 0.0], [-0.2, 0.0, 0.2], [-0.5, -0.1, 0.1], [0.0, 0.3, 0.6], [-0.2, -0.3, -0.1], [0.0, 0.0, 0.0]], "smiles": "CCCCNc1cc(Br)c2c(c1I)C(=O)C=CC2=O.CCOS(C)(=O)=O.CCOS(C)(=O)=O.CCOS(C)(=O)=O.CCOS(C)(=O)=O.CCOS(C)(=O)=O", "lumo_ev": -0.8693, "orbital_gap_ev": 7.9284, "spin_multiplicity": 1, "homo_energy_ev": -8.7977}

=====

2.
{"formula": "C4H12", "method": "ωB97M-V/def2-TZVPD", "symbols": ["H", "H", "C", "H", "H", "H", "H", "C", "H", "C", "H", "H", "C", "H", "H", "H"], "positions_angstrom": [[1.771, -1.899, -2.488], [-0.171, -1.205, -0.212], [-0.963, 2.083, 1.703], [0.059, -2.605, -1.209], [-1.402, 0.012, 1.230], [-1.763, 1.187, -0.079], [0.059, 2.447, 1.806], [1.434, -1.169, -1.743], [-1.297, 1.819, 2.703], [-1.069, 0.906, 0.714], [-1.505, 2.957, 1.343], [-0.146, 0.717, 0.181], [0.596, -1.839, -0.644], [0.913, -0.448, -2.374], [2.362, -0.761, -1.339], [1.201, -2.250, 0.154]], "forces_ev_per_a": [[0.0, -0.2, 0.3], [0.2, 0.1, 0.0], [0.5, 0.2, -0.2], [-0.1, -0.4, 0.7], [0.0, -0.2, -0.2], [-0.3, -0.4, 0.1], [0.1, -0.2, 0.1], [0.7, -0.2, -0.1], [-0.2, 0.1, 0.0], [-0.2, 0.9, 0.0], [-0.3, -0.1, 0.2], [0.3, -0.1, 0.2], [-0.5, 0.0, -1.4], [-0.1, 0.3, 0.5], [-0.2, 0.5, -0.1], [0.1, -0.3, 0.0]], "smiles": "CC.CC", "lumo_ev": 1.1288, "orbital_gap_ev": 12.5047, "spin_multiplicity": 1, "homo_energy_ev": -11.3759}

=====

3.
{"formula": "C4H7Cl", "method": "ωB97M-V/def2-TZVPD", "symbols": ["H", "C", "H", "C", "C", "H", "H", "H", "C", "H", "H", "Cl"], "positions_angstrom": [[-1.631, -2.477, -0.285], [-0.066, 0.560, 0.288], [-1.365, -0.897, -1.240], [-1.170, -1.494, -0.381], [-0.407, -0.964, 0.593], [-0.160, -1.403, 1.558], [1.134, 0.876, -1.502], [-0.885, 1.046, -0.244], [1.238, 0.999, -0.429], [1.414, 2.027, -0.127], [2.127, 0.484, -0.158], [-0.229, 1.243, 1.928]], "forces_ev_per_a": [[0.2, 0.2, -0.2], [0.3, -1.3, 0.7], [-0.3, 0.1, -0.6], [0.7, -0.7, 2.1], [-0.7, 1.6, -2.8], [0.1, 0.1, -0.4], [-0.2, 0.2, -0.1], [0.0, -0.5, -0.1], [-0.9, 0.0, 0.7], [-0.1, 0.3, -0.5], [0.6, -0.8, 0.6], [0.4, 0.9, 0.6]], "smiles": "C=C[C@H](C)Cl", "lumo_ev": 1.0861, "orbital_gap_ev": 11.0024, "spin_multiplicity": 1, "homo_energy_ev": -9.9162}

=====

4.
{"formula": "C4H4AgO5", "method": "ωB97M-V/def2-TZVPD", "symbols": ["H", "H", "C", "O", "H", "H", "Ag", "C", "C", "O", "C", "O", "O", "O"], "positions_angstrom": [[-0.780, 1.966, -0.696], [-0.973, 2.586, 0.970], [0.458, -0.236, 0.646], [-1.391, -2.828, -0.592], [1.552, 2.172, -0.522], [1.414, 2.740, 1.166], [0.521, -2.309, 0.353], [-1.382, -3.751, -1.321], [1.089, 1.967, 0.456], [-0.719, 0.551, 0.838], [-0.441, 1.855, 0.346], [1.489, 0.696, 0.957], [-1.386, -4.744, -1.899], [0.549, -0.664, -0.701]], "forces_ev_per_a": [[0.1, -0.2, 0.3], [0.1, -0.3, -0.1], [0.1, 4.0, -3.4], [-1.1, -1.1, -1.5], [-0.1, -0.2, 0.3], [-0.1, -0.3, -0.1], [1.2, -3.0, 2.3], [-0.4, 0.3, 1.5], [0.0, 0.2, 0.0], [-0.1, -1.1, 0.3], [0.0, 0.2, 0.0], [0.2, -1.1, 0.3], [0.1, 0.0, -0.7], [0.1, 2.6, 1.0]], "lumo_ev": [-0.9277, -1.0431], "orbital_gap_ev": [6.7719, 7.9023], "spin_multiplicity": 2, "homo_energy_ev": [-7.6996, -8.9454], "s_squared": 0.759}

=====

5.
{"formula": "C4H7NO", "method": "ωB97M-V/def2-TZVPD", "symbols": ["H", "C", "H", "N", "C", "O", "H", "H", "C", "H", "H", "H", "C"], "positions_angstrom": [[0.980, -0.325, 1.858], [-0.866, 0.145, 0.624], [-1.477, 0.315, -1.478], [-0.629, -1.274, 0.793], [0.501, -0.369, 0.885], [0.520, 0.756, -1.203], [-0.677, -1.839, -0.040], [-1.503, 0.581, 1.385], [1.309, -0.079, -0.369], [1.551, -1.004, -0.910], [2.249, 0.436, -0.140], [-1.135, 1.854, -0.660], [-0.822, 0.804, -0.744]], "forces_ev_per_a": [[0.0, 0.0, -0.1], [-0.1, 0.3, 0.1], [0.0, 0.0, 0.1], [-0.1, -0.2, 0.2], [0.2, 0.1, 0.1], [0.0, 0.0, -0.1], [0.2, 0.1, -0.5], [0.1, 0.1, 0.0], [0.1, -0.2, 0.2], [0.0, 0.0, 0.1], [-0.2, 0.0, 0.0], [0.1, -0.2, 0.0], [-0.3, 0.0, 0.1]], "smiles": "C1OC[C@H]2N[C@@H]12", "lumo_ev": 1.0769, "orbital_gap_ev": 10.6445, "spin_multiplicity": 1, "homo_energy_ev": -9.5676}

=====

6.
{"formula": "C11H17N", "method": "ωB97M-V/def2-TZVPD", "symbols": ["C", "H", "C", "H", "H", "H", "C", "C", "H", "C", "C", "H", "C", "H", "H", "H", "C", "H", "H", "C", "H", "N", "H", "H", "H", "H", "H", "C", "C"], "positions_angstrom": [[0.403, 0.040, -2.314], [0.747, 0.472, -3.248], [-0.301, 1.053, 1.141], [2.180, -2.474, 0.244], [-1.750, -1.190, -1.086], [-0.382, 2.908, -0.010], [1.420, -2.140, -1.734], [0.503, 0.795, -1.223], [-2.212, 0.910, 2.273], [0.175, -1.243, 0.050], [0.444, 0.689, 2.357], [-2.222, 1.638, 0.620], [-0.013, 2.538, 0.938], [0.809, 1.848, -1.276], [-2.222, -0.183, 0.789], [-0.285, -1.844, -3.176], [-1.808, 0.807, 1.249], [-0.935, -2.841, -1.171], [1.026, 2.720, 0.933], [0.089, -1.470, -2.219], [1.541, 0.818, 2.164], [0.175, 0.245, -0.013], [-0.463, 3.167, 1.715], [0.360, -0.337, 2.625], [-0.123, -1.727, 1.025], [2.090, -2.669, -2.424], [0.119, 1.222, 3.229], [1.396, -1.990, -0.389], [-0.762, -1.762, -1.068]], "forces_ev_per_a": [[0.5, -0.5, -1.1], [-0.1, -0.2, -0.1], [-0.4, -0.5, -1.0], [-0.8, 0.9, -0.2], [1.1, -0.8, 0.0], [-0.4, 0.1, -0.2], [-1.5, 0.4, 0.4], [-0.7, 0.1, -0.2], [0.2, 0.0, -0.4], [-1.5, -1.7, 1.0], [2.1, -0.7, 0.6], [-0.3, -0.9, 0.5], [-1.1, 0.2, -0.4], [-0.2, -0.6, 0.1], [1.1, 1.7, 1.0], [0.1, 0.0, 0.1], [-1.6, 0.0, -1.0], [-0.2, 0.2, 1.1], [1.3, 0.2, 0.1], [2.1, 1.3, -2.0], [-0.8, 0.2, 0.4], [1.2, -0.3, 1.5], [0.0, -0.4, 0.0], [-0.3, -1.1, 0.1], [0.1, 1.5, -0.6], [0.0, 0.3, 0.7], [0.0, 0.6, 0.4], [2.7, -0.9, -1.1], [-2.6, 0.9, 0.4]], "smiles": "CC(C)(C)N1C=C[C@H]2C=C[C@@H]1C2", "lumo_ev": 0.8534, "orbital_gap_ev": 8.0778, "spin_multiplicity": 1, "homo_energy_ev": -7.2244}